# 1
Computed, not measured: C50H33GdI4N8O2 as an isolated structure, with ωB97M-V with the def2-TZVPD basis set.

```
! RIJCOSX wB97M-V def2-TZVPD def2/J DEFGRID3
* xyz 0 8
Gd -0.0210 -0.3565 -0.0392
I 4.0324 -8.0520 4.6273
I -8.6380 -4.6740 0.8034
I -0.8125 -1.5597 -7.7202
I 7.8351 5.3746 3.4963
O -0.5558 -3.6116 -2.4311
O -0.7341 -1.5115 -1.6971
N -0.1624 2.8193 -3.2042
N -2.4037 6.3929 -1.8945
N 1.2936 -2.6035 -1.3256
N 1.8576 -0.4964 1.5226
N -0.8546 -1.6899 1.6655
N -2.1587 0.7813 0.0562
N 1.9246 -1.3286 -1.4252
N 1.0309 1.7940 -0.0379
C -5.8676 -1.5645 1.5071
C 2.9547 1.7357 1.5178
C -1.4035 1.8119 -5.0404
C -2.3279 -3.4106 1.9988
C 1.2470 -4.9623 3.6532
C 2.9480 0.3302 1.7063
C 5.0215 4.4507 3.2742
C -0.9530 5.1884 -3.3086
C -3.2914 -1.2819 1.1239
C -5.7740 -3.8924 -0.0833
C 0.3799 2.7545 -0.7912
C 3.3640 -1.6064 2.8492
C -4.0973 1.8696 -0.4337
C 1.2524 -2.8680 2.3352
C -2.0172 5.1800 -2.2922
C -0.1372 -2.8205 2.0822
C -2.1974 -2.0402 1.5556
C -7.0625 -2.2382 1.2811
C -0.1430 4.1778 -3.6866
C 1.8854 3.8319 0.4993
C 2.0989 -1.6901 2.2241
C 5.4213 2.1936 1.6713
C 0.6132 -0.0071 -5.5494
C -4.4353 0.8005 0.3513
C -1.0643 -3.9371 2.1801
C -0.2425 1.8477 -4.2601
C 1.9151 -4.1410 2.7650
C -4.6334 -2.0185 0.9408
C 3.9308 -5.5832 2.8395
C 6.3444 4.1028 2.8666
C 0.7408 0.8672 -4.4718
C 0.8833 4.0527 -0.4025
C -2.5092 4.0470 -1.6402
C 1.9724 2.4145 0.7276
C 3.9416 3.6431 2.9201
C 3.2568 -4.4816 2.3556
C -4.6322 -3.1974 0.1377
C -6.9878 -3.4356 0.5508
C 4.1182 2.5181 2.1000
C -1.6081 0.9194 -6.0528
C -3.2578 0.0703 0.6699
C -0.5526 2.5503 -1.8651
C -2.0535 2.6097 -1.7514
C 1.8799 -6.1110 4.1480
C -0.0896 -2.6173 -1.9327
C 6.5312 2.9306 2.0774
C 3.9280 -0.3997 2.4726
C -0.5997 -0.0367 -6.3329
C 3.1906 -6.3758 3.6988
C -2.7340 1.7783 -0.7020
H 4.9060 -0.0699 2.8177
H 5.5186 1.3276 0.9913
H 1.6673 0.8278 -3.8537
H -3.1521 6.5265 -1.2263
H 0.5633 5.0275 -0.7692
H -3.6741 -3.5788 -0.2504
H 0.6542 4.2977 -4.4787
H -7.9545 -1.8881 1.7174
H 1.9427 -1.0667 -2.4217
H -5.4485 0.5126 0.6522
H 2.5547 4.5848 0.9366
H -3.2639 -3.9060 2.2162
H 2.8936 -1.3426 -1.0578
H 2.9251 3.8893 3.2840
H 0.2442 -4.7065 4.0685
H 1.4708 -6.7625 4.9026
H -2.2080 2.5137 -4.6676
H -2.4874 2.0869 -2.6511
H -3.4168 4.1884 -1.0276
H 3.7363 -3.8122 1.6123
H -5.8525 -4.7885 -0.6662
H 4.9749 -5.8176 2.5785
H -2.5424 0.9214 -6.6173
H 1.8580 -3.3732 -1.6914
H -0.8264 -4.9945 2.3971
H 1.4367 -0.6808 -5.7814
H -4.6993 2.6301 -0.9091
H 7.5234 2.6306 1.7851
H 3.8748 -2.3412 3.5022
H -5.8747 -0.7081 2.2060
H -0.8132 6.0543 -3.9239
H -2.1476 7.2089 -2.3856
H 4.8365 5.3715 3.8307
*
```

* HOMO (spin up / spin down): -6.5 / -7.3 eV
* HOMO-LUMO gap (spin up / spin down): 5.26 / 5.45 eV
* energy relative to the best compared isomer or geometry (same formula, charge and spin): 186.8 kcal per mole

Atom charges from the Löwdin analysis, given in e for atoms 1 to 5: number 1, Gd, carries 1.68; number 2, I, carries 0.85; number 3, I, carries 0.86; number 4, I, carries 0.88; number 5, I, carries 0.88

***

# 2
Computed, not measured: H24O12 as an isolated structure, with ωB97M-V with the def2-TZVPD basis set.

```
! RIJCOSX wB97M-V def2-TZVPD def2/J DEFGRID3
* xyz 0 1
O 2.1478 -0.0891 -13.9934
O 0.5038 -2.6815 -14.8063
O 4.2652 0.1154 -15.4245
O 3.7087 1.0375 -13.2896
O 0.0887 -1.8176 -13.0669
O -0.6493 -0.5204 -14.4809
O 2.7500 1.0362 -16.2102
O 2.7778 -2.1635 -14.8418
O 0.8392 0.0929 -16.2667
O -0.2537 0.9606 -12.7794
O 2.5457 -0.9748 -16.8101
O 4.6988 -0.9371 -13.5064
H 0.2114 0.5670 -16.8120
H 2.4710 -1.6537 -16.1395
H 0.3118 -2.2748 -13.8777
H 2.7368 -0.4919 -14.6314
H 4.0094 -1.5656 -13.2919
H 2.6179 -2.4818 -13.9533
H -1.4257 -0.8146 -14.9573
H 1.2727 -0.3628 -14.2683
H 1.5195 0.7366 -16.0690
H 2.0251 -0.2459 -16.4727
H 0.2500 -2.8310 -15.7170
H -0.1356 -0.0417 -15.1314
H 3.4114 0.6062 -15.6682
H 4.3910 0.4285 -13.5720
H 5.1390 0.1100 -15.0338
H 2.8908 1.9716 -16.0638
H 2.8917 0.6377 -13.5878
H 4.3825 -0.2965 -16.2805
H 4.9102 -1.1162 -14.4226
H 0.6612 0.7481 -12.9638
H 1.4173 -2.3998 -14.8549
H 3.4242 -2.7709 -15.2016
H -0.6279 0.1438 -12.4490
H -0.3958 -1.0434 -13.3535
*
```

* HOMO: -8.9 eV
* HOMO-LUMO gap: 8.08 eV
* energy relative to the best compared isomer or geometry (same formula, charge and spin): 481.0 kcal per mole

Atom charges from the Löwdin analysis, given in e for atoms 1 to 5: number 1, O, carries 0.02; number 2, O, carries 0.12; number 3, O, carries 0.05; number 4, O, carries -0.07; number 5, O, carries -0.09